(1)
Entry from OMol25: a structure of composition C40H37GeNO2S4SbTi at a distorted geometry (ωB97M-V/def2-TZVPD).

Computed properties:
**<S²>**: 3.7703
**Net charge**: -2
**Energy relative to the best compared isomer or geometry (same formula, charge and spin)**: 17.85 kcal per mole
**Electronic energy**: -177181.1866 eV
**HOMO (spin up / spin down)**: -0.94 / -2.24 eV
**2S+1**: 4

Structure (XYZ):
```
87
Properties=species:S:1:pos:R:3:forces:R:3:lowdin_spin:R:1
Ti -0.83269 0.37658 -0.32856 -1.03 0.95 0.11 1.6653
C 0.43910 -0.42723 4.55916 0.00 -0.18 0.09 0.0031
C 0.26801 0.51775 3.40815 0.14 0.18 -0.22 0.0230
C 1.40653 1.10001 2.80834 -0.11 -0.19 0.30 0.0324
C 1.28317 2.01745 1.79735 -0.27 0.18 -0.28 0.0123
C 0.01373 2.37405 1.30477 0.15 -0.09 0.17 0.0429
C -1.11512 1.74991 1.83601 -0.15 0.18 0.32 0.0407
C -0.97448 0.84577 2.91047 0.00 -0.01 -0.17 0.0223
H -0.50742 -0.88526 4.83879 -0.10 -0.01 0.02 0.0000
H 1.13128 -1.23640 4.31653 0.04 0.00 -0.07 0.0007
H 0.83388 0.08732 5.43963 0.02 0.02 -0.01 0.0008
H 2.39234 0.81669 3.16184 0.01 -0.01 0.02 0.0020
H 2.16502 2.47299 1.36519 0.02 0.01 -0.03 -0.0002
H -0.08703 3.18201 0.59352 0.05 -0.11 0.00 0.0065
H -2.11000 2.08058 1.54332 0.18 -0.15 -0.01 0.0078
H -1.86392 0.37928 3.32276 0.04 0.02 0.00 0.0005
S -1.15098 -2.87992 -4.39732 -0.01 -0.16 -0.43 0.2613
Sb -0.99448 -2.62142 -2.15821 -0.23 0.20 0.35 0.3069
S -3.20002 -0.33166 0.06262 0.37 -0.06 -0.57 0.0257
S -2.55079 -0.61219 -1.91725 -0.17 -0.31 0.27 0.1300
S -1.70668 -4.22943 -0.72761 -0.04 -0.26 0.13 0.2671
C -2.60103 -6.19811 4.04860 -0.13 -0.07 0.13 0.0000
C -1.19980 -6.02828 3.53720 -0.02 0.14 -0.02 0.0000
C -0.33206 -7.11166 3.52404 0.02 -0.08 0.02 0.0006
C 0.94246 -6.97557 3.00386 0.11 -0.08 -0.01 0.0000
C 1.37022 -5.76085 2.50256 -0.09 0.08 0.00 0.0004
C 0.52451 -4.65339 2.54541 -0.18 0.11 -0.04 0.0000
N 0.86931 -3.41163 2.00621 -0.12 -0.07 0.01 0.0035
C 2.10409 -2.84367 1.84815 0.17 -0.02 0.16 0.0073
C 3.23943 -3.27183 2.55969 -0.16 0.05 -0.13 -0.0008
C 4.46985 -2.68384 2.34365 0.16 -0.06 0.08 0.0090
C 4.63069 -1.65363 1.42755 -0.05 0.03 -0.03 -0.0012
C 3.50478 -1.17800 0.77739 0.35 0.21 -0.05 0.0088
C 2.25785 -1.72539 0.99539 -0.48 -0.01 -0.12 0.0008
C 1.08382 -1.03455 0.38999 0.32 -0.37 0.18 0.0554
O 1.19355 -0.13862 -0.47122 1.42 0.63 -0.85 0.0245
O -0.08507 -1.28525 0.77980 -0.69 -0.76 0.86 0.0260
C -0.78016 -4.78517 3.06245 0.10 -0.01 -0.08 0.0004
C -1.71784 -3.61168 3.05838 -0.01 0.14 0.05 0.0000
H -2.79104 -7.23724 4.31883 0.01 -0.01 0.00 0.0000
H -3.33777 -5.90007 3.30322 -0.02 0.01 -0.08 0.0001
H -2.78628 -5.58163 4.93184 0.02 -0.01 0.03 0.0000
H -0.67286 -8.06973 3.89830 0.01 -0.03 0.00 0.0001
H 1.60635 -7.82983 2.95352 0.00 -0.04 0.01 0.0000
H 2.33067 -5.68321 2.01929 0.11 0.04 0.00 0.0000
H 0.12235 -2.89023 1.54828 0.02 -0.04 0.01 0.0003
H 3.13747 -4.04732 3.30170 0.00 -0.11 0.02 -0.0003
H 5.32091 -3.04037 2.91261 0.03 0.00 0.00 0.0007
H 5.59909 -1.20967 1.24684 0.06 0.01 0.01 -0.0003
H 3.56338 -0.33787 0.09563 -0.01 -0.02 0.00 0.0004
H -1.17580 -2.67217 3.13740 0.07 0.09 0.06 0.0001
H -2.41901 -3.66330 3.89066 -0.03 0.00 0.00 0.0000
H -2.29134 -3.53993 2.12961 0.03 -0.11 -0.07 0.0003
C 1.40242 1.21322 -6.37372 0.02 0.05 0.02 -0.0003
C 0.47426 0.38908 -5.75540 -0.02 -0.09 -0.04 -0.0001
C -0.10870 0.77257 -4.55646 -0.09 -0.19 0.02 0.0002
C 0.21291 1.97801 -3.93324 0.01 -0.02 0.14 0.0016
C 1.15085 2.78941 -4.57015 0.05 0.14 -0.05 -0.0002
C 1.73786 2.41996 -5.77403 0.00 -0.03 -0.05 0.0002
Ge -0.63046 2.40320 -2.16917 0.07 0.27 -0.13 0.0141
C -2.35975 3.21206 -2.77995 0.03 -0.05 -0.04 -0.0020
C -3.31203 3.60304 -1.83969 0.01 -0.03 0.23 0.0000
C -4.53131 4.15000 -2.20951 -0.06 0.03 0.02 0.0001
C -4.84164 4.31153 -3.55198 -0.04 0.02 0.02 -0.0003
C -3.91796 3.91837 -4.50811 -0.04 0.02 -0.03 -0.0001
C -2.69809 3.37918 -4.12167 0.06 0.02 -0.12 -0.0005
C 0.38827 4.09896 -1.73730 -0.07 -0.05 -0.09 0.0009
C 1.70112 3.99855 -1.27039 0.07 -0.13 0.01 0.0000
C 2.45517 5.11281 -0.93984 0.08 0.06 0.04 0.0001
C 1.90734 6.38381 -1.05739 0.07 0.02 0.02 -0.0004
C 0.60592 6.51359 -1.51352 -0.04 0.05 -0.01 0.0001
C -0.13460 5.38576 -1.84983 -0.09 0.04 -0.01 -0.0004
H 1.86662 0.91450 -7.30604 0.02 0.00 -0.03 0.0000
H 0.20574 -0.57286 -6.17597 0.01 0.01 -0.02 -0.0002
H -0.82194 0.08302 -4.11113 0.06 0.13 0.02 -0.0004
H 1.43955 3.73750 -4.12966 -0.03 0.01 0.06 -0.0001
H 2.46374 3.07769 -6.23915 0.03 0.01 -0.03 0.0000
H -3.11039 3.46144 -0.77978 0.03 -0.02 -0.05 0.0003
H -5.24636 4.43191 -1.44570 -0.03 0.02 0.01 0.0000
H -5.79840 4.72587 -3.84692 -0.02 0.01 -0.02 0.0000
H -4.14909 4.02534 -5.56167 -0.01 0.00 -0.03 0.0000
H -1.99836 3.07906 -4.89289 0.06 -0.03 0.01 -0.0001
H 2.15167 3.01650 -1.16110 -0.02 -0.08 -0.01 0.0001
H 3.47254 4.98958 -0.58478 0.01 0.01 0.00 0.0000
H 2.49072 7.25882 -0.79565 0.00 0.02 0.01 0.0000
H 0.15975 7.49683 -1.61366 0.00 0.03 0.00 0.0000
H -1.14752 5.51850 -2.21087 -0.06 -0.02 -0.02 0.0000
```
Forces are in eV/Å.


(2)
Entry from OMol25: a structure of composition C40H37N3O2PReS3 at a distorted geometry (ωB97M-V/def2-TZVPD).

Computed properties:
**<S²>**: 0.9472
**Net charge**: +3
**Energy relative to the best compared isomer or geometry (same formula, charge and spin)**: 0.00 kcal per mole
**Electronic energy**: -94547.6426 eV
**HOMO (spin up / spin down)**: -14.08 / -14.08 eV
**2S+1**: 2

Structure (XYZ):
```
87
Properties=species:S:1:pos:R:3:forces:R:3:lowdin_spin:R:1
Re -0.18825 -0.29370 0.04373 0.81 0.59 -2.50 0.8006
C 1.26066 -4.41014 -0.21629 0.02 0.00 0.01 0.0004
C 0.35935 -5.10007 0.57166 -0.05 0.00 0.05 0.0054
C -0.64552 -4.39630 1.23029 0.08 -0.13 0.01 0.0033
C -0.71971 -3.03206 1.07687 -0.07 0.10 -0.13 0.0025
N 0.17696 -2.35810 0.30860 -0.39 -0.03 0.37 -0.0067
C 1.14708 -3.03574 -0.31817 0.02 0.14 0.05 0.0038
C -1.77585 -2.18564 1.67424 0.05 0.06 -0.08 0.0201
C -2.86003 -2.62276 2.40646 -0.01 -0.04 0.09 -0.0025
C -3.82212 -1.69813 2.79541 0.02 0.03 -0.01 0.0329
C -3.68821 -0.35526 2.45783 -0.02 -0.03 0.09 -0.0031
C -2.56905 0.04234 1.75956 0.13 0.04 -0.10 0.0206
N -1.63930 -0.87000 1.38906 -0.26 -0.12 -0.01 0.0056
C -2.27755 1.41400 1.28505 0.05 -0.10 -0.02 0.0053
C -2.94850 2.53563 1.70999 -0.06 0.14 -0.07 0.0020
C -2.60740 3.77346 1.16809 -0.03 -0.05 0.03 0.0083
C -1.62375 3.83975 0.19927 -0.04 -0.01 0.00 -0.0004
C -0.96238 2.68161 -0.16636 0.08 -0.14 -0.11 0.0045
N -1.26782 1.49680 0.37803 -0.12 -0.29 0.62 -0.0072
H 2.05194 -4.91755 -0.74940 0.00 0.00 0.00 -0.0002
H 0.42832 -6.17465 0.67645 0.00 0.00 0.00 0.0002
H -1.35710 -4.91824 1.85347 -0.01 -0.01 -0.02 0.0001
H 1.84512 -2.46113 -0.91163 -0.01 -0.02 -0.03 0.0002
H -2.96937 -3.66593 2.66396 -0.04 -0.01 -0.03 -0.0006
H -4.69133 -2.02902 3.34874 0.00 0.00 0.00 0.0015
H -4.45529 0.35763 2.72237 0.00 -0.01 0.04 -0.0006
H -3.72880 2.45907 2.45325 0.00 0.01 0.01 0.0000
H -3.11031 4.67004 1.50517 -0.03 -0.01 -0.03 0.0003
H -1.34543 4.77768 -0.25978 0.00 0.00 -0.02 -0.0002
H -0.17729 2.68287 -0.91219 -0.01 0.02 0.00 -0.0001
O 2.23947 -0.56151 -3.06447 -0.19 -0.21 -0.06 -0.0031
C 2.08012 -0.01970 -2.02506 0.45 0.22 -0.02 0.0150
O 0.77983 0.04843 -1.49457 -0.17 -0.39 0.54 0.0673
C 3.14351 0.64622 -1.23913 -0.20 0.15 0.19 0.0057
C 4.29734 0.96609 -1.94557 0.02 -0.02 -0.12 0.0018
C 5.31493 1.69247 -1.34547 0.00 -0.02 0.04 0.0000
C 5.18042 2.10819 -0.03037 -0.01 -0.03 -0.04 0.0005
C 4.04765 1.76238 0.69665 0.02 -0.03 -0.01 0.0002
C 3.02333 1.02135 0.10836 -0.01 0.08 -0.01 0.0051
P 1.74227 0.43123 1.23490 -0.09 -0.14 0.39 0.0073
C 1.38365 1.79050 2.36311 -0.03 0.06 0.02 0.0046
C 1.04163 1.53378 3.69203 -0.03 -0.03 -0.01 0.0016
C 0.76923 2.58747 4.55226 -0.01 0.03 -0.01 0.0000
C 0.84134 3.89667 4.09649 0.01 -0.02 -0.03 0.0008
C 1.17913 4.15728 2.77254 -0.02 0.00 0.04 0.0011
C 1.44549 3.11110 1.90611 -0.04 -0.04 -0.02 0.0002
C 2.44815 -0.91728 2.20245 -0.02 -0.04 0.04 -0.0020
C 3.82515 -1.11793 2.28396 0.02 -0.02 -0.08 -0.0014
C 4.33494 -2.08708 3.13786 0.00 -0.01 -0.02 -0.0001
C 3.48226 -2.85010 3.91975 -0.03 0.00 0.00 -0.0011
C 2.10545 -2.66744 3.83260 0.04 0.00 -0.02 0.0002
C 1.59325 -1.71324 2.97273 0.02 0.04 0.01 0.0014
H 4.37496 0.65156 -2.97765 0.01 0.05 -0.01 -0.0001
H 6.20488 1.93957 -1.90768 -0.01 0.01 -0.02 0.0001
H 5.95987 2.69192 0.44047 0.00 0.00 0.01 0.0001
H 3.97224 2.06855 1.73208 0.02 -0.02 0.01 0.0000
H 1.01592 0.52088 4.07237 0.03 0.01 0.00 0.0000
H 0.52288 2.38589 5.58585 0.01 0.00 0.01 0.0000
H 0.65479 4.71636 4.77722 -0.01 0.01 0.00 0.0000
H 1.25489 5.17849 2.42340 0.01 0.01 0.00 0.0001
H 1.74139 3.32602 0.88623 0.00 0.02 0.00 0.0002
H 4.50814 -0.53370 1.68225 0.00 0.00 0.03 -0.0001
H 5.40384 -2.24179 3.19145 0.01 0.01 0.01 0.0000
H 3.88702 -3.58780 4.59942 0.00 -0.02 -0.01 0.0000
H 1.43986 -3.26421 4.44223 0.00 0.00 0.00 0.0000
H 0.52048 -1.57646 2.91183 -0.02 0.07 0.10 0.0018
C -3.91007 1.60538 -4.76493 0.48 0.08 0.30 0.0001
C -2.54106 2.33861 -4.56522 -0.50 -0.55 0.23 0.0002
S -1.37077 1.32596 -3.64003 0.66 0.40 -0.13 0.0015
C -0.89443 0.12245 -4.91956 -0.21 0.04 0.21 0.0001
C -0.68001 -1.30579 -4.38053 -0.06 0.33 0.08 0.0001
S -1.54840 -1.75522 -2.85390 -0.09 -0.20 0.53 -0.0043
C -3.23990 -2.17276 -3.39703 0.04 0.01 -0.12 -0.0007
C -4.00525 -1.16084 -4.23919 0.08 0.14 0.13 0.0000
S -4.32282 0.43878 -3.43068 -0.41 -0.01 -0.08 -0.0003
H -3.91398 1.03898 -5.69374 -0.03 0.08 -0.05 0.0000
H -4.72891 2.31976 -4.81366 0.07 0.09 -0.09 0.0000
H -2.65963 3.23535 -3.95830 -0.09 0.04 -0.06 0.0000
H -2.10088 2.62599 -5.51793 -0.07 0.09 -0.03 0.0000
H 0.01216 0.50853 -5.37946 0.08 -0.28 -0.14 0.0001
H -1.67352 0.11255 -5.67936 -0.03 0.12 0.02 0.0000
H 0.37486 -1.45133 -4.16261 -0.06 -0.15 0.03 0.0003
H -0.98628 -2.04592 -5.12008 0.13 0.01 -0.06 -0.0001
H -3.78570 -2.40207 -2.48064 0.07 0.01 0.04 0.0000
H -3.16228 -3.09873 -3.97089 -0.01 -0.03 0.07 -0.0002
H -4.97574 -1.59343 -4.48300 0.06 -0.12 -0.04 0.0000
H -3.48616 -0.98687 -5.17961 -0.01 0.02 0.00 0.0000
```
Forces are in eV/Å.


- Among the records above, which one has the highest net charge?
  C40H37N3O2PReS3


- What is the formula in the first record?
  C40H37GeNO2S4SbTi


- Which value of energy relative to the best compared isomer or geometry (same formula, charge and spin) does entry 1 give?
  17.85 kcal per mole